{"formula": "C28H20GeN4S2Y", "method": "ωB97M-V/def2-TZVPD", "total_charge": 1, "relative_energy_kcal_mol": 18.5, "molar_mass_g_mol": 638.15, "orbital_gap_ev": 7.0, "homo_ev": -11.2, "largest_force_ev_per_a": 0.8, "elements": ["Y", "S", "C", "S", "C", "C", "N", "C", "N", "C", "C", "C", "C", "C", "C", "N", "N", "C", "C", "C", "C", "C", "C", "H", "H", "H", "H", "H", "H", "H", "H", "H", "Ge", "C", "C", "C", "C", "C", "C", "C", "C", "C", "C", "C", "C", "H", "H", "H", "H", "H", "H", "H", "H", "H", "H", "H"], "xyz": [[1.079, -0.454, 0.157], [0.043, 1.487, 1.861], [-1.011, 0.137, 2.423], [-0.879, -1.403, 1.670], [-1.811, 0.401, 3.490], [-2.626, -0.645, 4.042], [-3.279, -1.484, 4.479], [-1.779, 1.672, 4.159], [-1.717, 2.669, 4.728], [3.700, -5.639, -0.972], [4.043, -4.387, -0.487], [3.126, -3.350, -0.580], [1.884, -3.564, -1.158], [1.536, -4.811, -1.654], [2.451, -5.845, -1.552], [1.014, -2.421, -1.194], [-0.035, -2.544, -1.859], [-0.880, -1.409, -1.938], [-2.069, -1.648, -2.616], [-2.975, -0.611, -2.776], [-2.667, 0.642, -2.272], [-1.468, 0.861, -1.593], [-0.534, -0.151, -1.403], [4.405, -6.456, -0.903], [5.017, -4.216, -0.049], [3.402, -2.362, -0.215], [0.565, -4.961, -2.103], [2.189, -6.824, -1.931], [-2.264, -2.638, -3.010], [-3.908, -0.779, -3.297], [-3.366, 1.459, -2.405], [-1.278, 1.856, -1.204], [1.885, 1.100, 3.238], [1.883, -0.781, 3.565], [1.031, -1.245, 4.567], [0.837, -2.609, 4.745], [1.495, -3.521, 3.932], [2.366, -3.076, 2.947], [2.553, -1.713, 2.764], [3.306, 1.803, 2.143], [3.836, 1.180, 1.004], [4.846, 1.762, 0.254], [5.354, 2.995, 0.638], [4.844, 3.634, 1.758], [3.828, 3.046, 2.503], [1.625, 1.954, 4.474], [0.501, -0.550, 5.208], [0.166, -2.959, 5.518], [1.337, -4.582, 4.073], [2.899, -3.786, 2.328], [3.296, -1.382, 2.041], [3.517, 0.189, 0.678], [5.245, 1.256, -0.616], [6.147, 3.455, 0.064], [5.238, 4.597, 2.055], [3.446, 3.566, 3.373]]}

---

{"formula": "C28H20N4O5Ta", "method": "ωB97M-V/def2-TZVPD", "total_charge": 1, "relative_energy_kcal_mol": 0.0, "molar_mass_g_mol": 673.44, "orbital_gap_ev": 6.4, "homo_ev": -10.8, "largest_force_ev_per_a": 4.4, "elements": ["Ta", "O", "C", "C", "C", "C", "C", "C", "C", "N", "N", "C", "O", "C", "C", "C", "C", "C", "C", "H", "H", "H", "H", "H", "H", "H", "H", "H", "H", "O", "C", "C", "C", "C", "C", "C", "C", "O", "N", "N", "C", "C", "C", "C", "C", "C", "C", "O", "H", "H", "H", "H", "H", "H", "H", "H", "H", "H"], "xyz": [[-0.257, -0.131, 0.229], [0.137, 1.797, -0.204], [1.224, 2.109, -0.935], [1.126, 2.731, -2.180], [2.241, 3.186, -2.861], [3.500, 2.979, -2.262], [3.684, 2.357, -1.073], [2.523, 1.742, -0.459], [2.637, 0.772, 0.563], [1.575, 0.261, 1.172], [1.787, -0.524, 2.269], [0.629, -0.777, 2.846], [-0.520, -0.432, 2.222], [0.588, -1.517, 4.101], [-0.598, -1.981, 4.724], [-0.561, -2.655, 5.980], [0.678, -2.669, 6.669], [1.847, -2.221, 6.065], [1.802, -1.801, 4.740], [0.136, 2.878, -2.632], [2.313, 3.670, -3.828], [4.418, 3.477, -2.710], [4.635, 2.366, -0.493], [3.622, 0.501, 0.949], [-1.532, -1.804, 4.185], [-1.489, -3.013, 6.467], [0.619, -3.112, 7.679], [2.825, -2.132, 6.526], [2.712, -1.633, 4.183], [-4.715, 0.923, 0.777], [-4.884, 1.404, -0.475], [-6.101, 2.018, -0.771], [-6.305, 2.655, -1.970], [-5.227, 2.786, -2.865], [-4.021, 2.107, -2.608], [-3.889, 1.338, -1.454], [-2.605, 0.713, -1.206], [-2.236, 0.335, 0.047], [-1.739, 0.496, -2.187], [-0.739, -0.338, -1.768], [0.038, -0.899, -2.759], [1.132, -1.675, -2.429], [2.107, -2.000, -3.438], [3.186, -2.774, -3.108], [3.311, -3.355, -1.861], [2.393, -3.142, -0.848], [1.345, -2.220, -1.084], [0.525, -1.812, -0.117], [-3.788, 0.613, 0.870], [-6.860, 2.158, -0.016], [-7.243, 3.169, -2.254], [-5.329, 3.440, -3.736], [-3.111, 2.312, -3.239], [-0.205, -0.627, -3.784], [1.999, -1.563, -4.417], [3.977, -3.026, -3.840], [4.163, -3.993, -1.582], [2.525, -3.464, 0.189]]}

---

{"formula": "C28H21BF2N6O5PbSe", "method": "ωB97M-V/def2-TZVPD", "total_charge": -2, "relative_energy_kcal_mol": 25.8, "molar_mass_g_mol": 856.48, "orbital_gap_ev": [4.3, 5.0], "homo_ev": [0.0, -0.6], "largest_force_ev_per_a": 0.5, "elements": ["Pb", "O", "C", "C", "C", "C", "C", "C", "C", "O", "N", "N", "C", "C", "C", "C", "C", "C", "C", "O", "H", "H", "H", "H", "H", "H", "H", "H", "H", "H", "C", "C", "O", "C", "C", "C", "C", "C", "C", "O", "H", "H", "H", "H", "H", "H", "H", "F", "B", "F", "Se", "N", "C", "C", "C", "C", "N", "C", "N", "H", "H", "H", "N", "C", "H"], "xyz": [[-0.409, -1.565, 0.043], [2.894, 3.114, 1.270], [2.018, 3.261, 2.278], [2.326, 4.172, 3.287], [1.468, 4.366, 4.355], [0.282, 3.647, 4.435], [-0.037, 2.747, 3.432], [0.806, 2.538, 2.341], [0.426, 1.566, 1.304], [-0.775, 0.971, 1.401], [1.274, 1.284, 0.373], [1.012, 0.273, -0.520], [1.335, 0.613, -1.783], [1.359, -0.227, -2.933], [1.041, 0.375, -4.178], [0.925, -0.344, -5.345], [1.134, -1.726, -5.341], [1.513, -2.333, -4.151], [1.652, -1.615, -2.978], [2.257, -2.289, -1.935], [2.515, 2.396, 0.683], [3.259, 4.716, 3.206], [1.729, 5.076, 5.132], [-0.388, 3.779, 5.275], [-0.956, 2.178, 3.489], [1.435, 1.679, -1.977], [0.835, 1.440, -4.179], [0.650, 0.169, -6.260], [1.026, -2.311, -6.246], [1.750, -3.390, -4.106], [-4.346, 2.392, -0.581], [-3.370, 1.349, -1.070], [-2.362, 1.039, -0.355], [-3.584, 0.704, -2.310], [-4.745, 1.016, -3.080], [-4.999, 0.454, -4.288], [-4.068, -0.485, -4.832], [-2.953, -0.832, -4.152], [-2.638, -0.289, -2.836], [-1.614, -0.669, -2.251], [-3.957, 2.918, 0.283], [-5.283, 1.910, -0.298], [-4.558, 3.110, -1.370], [-5.456, 1.726, -2.680], [-5.893, 0.716, -4.842], [-4.261, -0.922, -5.807], [-2.228, -1.533, -4.547], [-1.778, 3.029, 0.796], [-1.978, 1.659, 0.990], [-3.015, 1.423, 1.885], [-1.364, -3.443, 4.683], [0.186, -2.926, 5.469], [0.870, -2.301, 4.506], [2.146, -1.732, 4.651], [2.743, -1.137, 3.551], [2.084, -1.093, 2.334], [0.858, -1.589, 2.145], [0.241, -2.208, 3.186], [-0.955, -2.764, 3.055], [2.639, -1.778, 5.614], [3.729, -0.694, 3.629], [2.546, -0.638, 1.467], [1.997, -3.634, -0.131], [1.500, -2.695, -0.821], [2.892, -3.950, -0.524]]}

---

{"formula": "C28H21Br4IN6NaO4P", "method": "ωB97M-V/def2-TZVPD", "total_charge": -2, "relative_energy_kcal_mol": 6.8, "molar_mass_g_mol": 1006.00, "orbital_gap_ev": 4.7, "homo_ev": -1.4, "largest_force_ev_per_a": 0.4, "elements": ["Na", "Br", "C", "C", "Br", "C", "Br", "C", "O", "C", "O", "C", "Br", "N", "C", "H", "I", "C", "C", "C", "C", "C", "C", "C", "O", "O", "H", "H", "H", "H", "C", "P", "C", "C", "C", "C", "C", "C", "C", "C", "C", "C", "C", "C", "H", "H", "H", "H", "H", "H", "H", "H", "H", "H", "H", "H", "H", "N", "N", "N", "C", "N", "N", "H", "H", "H"], "xyz": [[1.413, -0.468, -1.173], [5.345, 1.513, 4.484], [4.101, 0.579, 3.390], [3.105, -0.183, 3.955], [2.927, -0.320, 5.838], [2.177, -0.826, 3.109], [0.802, -1.936, 3.828], [2.165, -0.681, 1.723], [1.265, -1.168, 0.953], [3.272, 0.078, 1.106], [3.330, 0.156, -0.162], [4.179, 0.683, 1.987], [5.605, 1.652, 1.158], [3.217, 2.905, -1.052], [2.099, 2.610, -0.866], [4.129, 2.539, -0.797], [-4.782, -5.258, -1.722], [-3.378, -3.851, -2.431], [-2.560, -3.196, -1.527], [-1.643, -2.272, -2.013], [-1.547, -1.999, -3.372], [-2.389, -2.670, -4.250], [-3.308, -3.604, -3.792], [-0.550, -0.959, -3.914], [-0.638, -0.696, -5.122], [0.242, -0.478, -3.064], [-2.633, -3.398, -0.466], [-0.998, -1.731, -1.332], [-2.308, -2.436, -5.304], [-3.960, -4.125, -4.481], [-3.041, 0.317, 0.004], [-1.291, 0.888, 0.020], [-1.014, 1.290, 1.780], [-1.861, 0.895, 2.810], [-1.502, 1.102, 4.137], [-0.291, 1.697, 4.450], [0.561, 2.099, 3.427], [0.201, 1.898, 2.107], [-1.526, 2.540, -0.742], [-1.254, 2.637, -2.106], [-1.440, 3.839, -2.772], [-1.879, 4.959, -2.079], [-2.136, 4.874, -0.717], [-1.963, 3.668, -0.054], [-3.101, -0.683, 0.435], [-3.349, 0.246, -1.040], [-3.718, 0.990, 0.536], [-2.801, 0.407, 2.588], [-2.160, 0.764, 4.930], [0.010, 1.814, 5.484], [1.529, 2.525, 3.660], [0.883, 2.174, 1.311], [-0.870, 1.769, -2.635], [-1.222, 3.902, -3.831], [-2.008, 5.903, -2.596], [-2.466, 5.750, -0.170], [-2.151, 3.601, 1.012], [0.987, -3.953, 0.578], [2.135, -3.786, -0.186], [2.112, -3.285, -1.399], [3.396, -3.372, -1.732], [4.142, -3.897, -0.757], [3.304, -4.161, 0.229], [0.259, -3.571, -0.021], [1.067, -3.259, 1.326], [3.778, -3.042, -2.682]]}